45
Properties=species:S:1:pos:R:3 method="wB97M-V/def2-TZVPD" orbital_gap_ha="0.25732 / 0.16380" e_tot_ev=-129587.598 max_force_ev_per_a=0.571 multiplicity=5 total_charge=+2 de_lowest_kcal_mol=20.70 lumo_energy_ha="-0.2512 / -0.3445"
Os -0.07133 -0.38216 -0.99577
O 1.24594 3.34177 -1.67625
C 1.17736 2.15505 -1.55732
N -0.04731 1.47157 -1.41417
C -1.29059 2.23047 -1.50083
C -2.43223 1.26122 -1.50141
C -3.74906 1.65955 -1.62420
C -4.74714 0.70156 -1.61533
C -4.40639 -0.64024 -1.48294
C -3.08152 -0.97649 -1.35653
N -2.10969 -0.04260 -1.37315
C 2.32958 1.20644 -1.55230
C 3.63057 1.62175 -1.69917
C 4.63263 0.65810 -1.68113
C 4.28787 -0.67330 -1.51049
C 2.95622 -1.01465 -1.35894
N 1.99394 -0.08779 -1.39107
H -1.28927 2.82619 -2.41719
H -1.36403 2.93023 -0.66395
H -3.98189 2.71133 -1.72313
H -5.78400 0.99561 -1.70925
H -5.15862 -1.41542 -1.46884
H -2.76795 -2.00228 -1.23025
H 3.83492 2.67692 -1.82094
H 5.66939 0.94536 -1.79404
H 5.03947 -1.44947 -1.48621
H 2.64906 -2.03838 -1.19883
Cl -0.16244 -2.85993 -0.44336
C -0.10177 -3.69295 -2.06080
Cl 0.03913 -2.49335 -3.32707
H -1.02335 -4.25355 -2.16396
H 0.77281 -4.33248 -2.04449
Br 2.78349 -0.35616 6.26257
C 1.22808 -0.14571 5.23943
C 0.01577 0.15057 5.86278
N -1.10861 0.30462 5.17636
C -1.10417 0.17641 3.86193
C 0.06555 -0.11458 3.16212
C 1.25603 -0.27873 3.86707
C 0.04006 -0.24310 1.70302
O -1.04708 -0.11319 1.04718
O 1.08870 -0.48974 1.03152
H -0.03944 0.26655 6.93892
H -2.04633 0.30894 3.34273
H 2.17764 -0.50396 3.34767